{"formula": "C2H9N3O", "method": "ωB97M-V with the def2-TZVPD basis set", "elements": ["C", "N", "C", "N", "N", "H", "H", "H", "H", "H", "H", "H", "H", "H", "O"], "positions_angstrom": [[-1.2658, -0.1129, -1.1127], [-2.4826, -0.2005, -0.3320], [2.5663, 0.1258, 0.0598], [1.4940, -0.5723, -0.4081], [2.6045, 1.3385, 0.4506], [-1.3582, 0.6489, -1.9306], [-0.7612, -0.9809, -1.5799], [-0.5066, 0.3938, -0.4764], [-3.2211, -0.4424, -0.9963], [0.9907, -0.9962, 0.3807], [-2.0217, 0.3948, 2.2510], [3.4926, -0.4862, 0.0442], [3.5593, 1.6522, 0.5245], [-1.7170, -0.4802, 1.0789], [-1.3731, -0.2826, 2.0462]], "forces_ev_per_a": [[0.8, 2.5, 0.3], [0.1, -0.8, -1.9], [-0.6, -1.7, -0.6], [0.1, 0.0, 0.8], [-0.5, 1.2, -0.2], [-0.5, -0.6, 0.0], [-0.6, -0.1, 0.6], [-0.1, -1.0, -0.4], [-0.3, 0.0, 0.2], [0.1, 0.2, -0.4], [0.0, 0.2, 0.3], [0.7, 0.4, -0.1], [0.6, -0.1, 0.4], [0.8, 0.4, 2.6], [-0.8, -0.6, -1.8]], "energy_ha": -320.97528, "multiplicity": 2, "relative_energy_kj_mol": 234.51, "lumo_ev": [3.87, 2.29], "fmax_ev_per_a": 2.73, "total_charge": -1}

=====

{"formula": "C2H9N3O", "method": "ωB97M-V with the def2-TZVPD basis set", "elements": ["H", "N", "C", "N", "N", "C", "H", "H", "H", "H", "H", "H", "O", "H", "H"], "positions_angstrom": [[-1.1855, -0.5371, -1.1870], [-0.6989, -0.2201, -0.3501], [0.1676, 0.6725, -0.6365], [0.3016, 1.2800, -1.9127], [1.0646, 1.1255, 0.2752], [1.1415, 0.5510, 1.6145], [0.4551, 2.2771, -1.8549], [-0.5338, 1.0946, -2.4469], [1.7534, 1.7703, -0.0740], [0.6083, -0.3930, 1.5995], [0.7506, 1.2402, 2.3572], [2.1874, 0.3199, 1.8568], [-1.6238, -2.9429, 0.6863], [-2.2909, -2.7775, 1.3580], [-1.4771, -2.0782, 0.2750]], "forces_ev_per_a": [[-0.1, 0.4, 0.1], [-0.1, -0.7, -0.2], [0.0, 0.4, -0.5], [-0.1, -0.4, 0.5], [-0.2, 0.0, 0.0], [0.8, 0.1, -0.5], [0.1, 0.0, 0.0], [0.1, 0.1, -0.2], [0.1, -0.1, 0.3], [-0.2, 0.1, 0.1], [-0.2, -0.1, 0.1], [-0.2, 0.2, 0.0], [-0.1, 0.0, -0.1], [0.0, 0.0, 0.0], [0.3, 0.1, 0.3]], "energy_ha": -321.11556, "relative_energy_kj_mol": 42.47, "lumo_ev": 0.77, "fmax_ev_per_a": 0.95}

=====

{"formula": "C2H9N3O", "method": "ωB97M-V with the def2-TZVPD basis set", "elements": ["C", "C", "N", "N", "N", "O", "H", "H", "H", "H", "H", "H", "H", "H", "H"], "positions_angstrom": [[-0.9739, -1.1742, -0.8710], [-0.7747, 1.4341, 0.2912], [-0.1672, 0.1234, 0.0585], [2.0157, 0.6200, 0.7071], [-0.9028, -2.1456, 0.0817], [1.1759, 0.2420, -0.3982], [2.6160, 1.3475, 0.3277], [2.5896, -0.1993, 0.8955], [-0.1721, -2.8196, -0.1372], [-0.2629, -0.7518, 0.8020], [-1.9564, -0.7140, -1.0104], [-0.3936, -1.2079, -1.7983], [-0.8168, 1.9876, -0.6473], [-0.1948, 1.9902, 1.0277], [-1.7819, 1.2677, 0.6710]], "forces_ev_per_a": [[-0.1, -1.2, 0.5], [0.2, -0.2, 0.1], [0.3, -0.9, 0.8], [-0.3, 0.0, -0.2], [-0.3, 0.0, -0.9], [-0.1, 0.1, 0.5], [-0.1, -0.1, 0.0], [-0.1, 0.0, -0.1], [0.1, 0.2, 0.0], [0.3, 1.8, -0.9], [0.1, 0.2, 0.1], [0.0, 0.0, 0.1], [0.0, -0.1, 0.0], [0.0, 0.0, 0.0], [0.0, 0.0, 0.0]], "energy_ha": -320.89715, "relative_energy_kj_mol": 615.90, "lumo_ev": 0.87, "fmax_ev_per_a": 2.04}

=====

{"formula": "C2H9N3O", "method": "ωB97M-V with the def2-TZVPD basis set", "elements": ["C", "O", "H", "H", "H", "H", "N", "C", "N", "N", "H", "H", "H", "H", "H"], "positions_angstrom": [[-0.1378, -0.6993, -2.6733], [-0.2086, 0.5765, -2.0048], [0.3328, -0.5881, -3.6459], [0.4320, -1.3951, -2.0573], [-1.1300, -1.1389, -2.7758], [-0.7864, 1.0853, -2.5808], [0.7061, 0.2906, 0.7245], [0.2357, 0.0828, 1.9602], [-0.1723, 1.1901, 2.6378], [0.1078, -1.1396, 2.4956], [0.6620, -0.4341, 0.0180], [0.7299, 1.2358, 0.3634], [-0.7481, 1.8087, 2.0823], [-0.6112, 0.9704, 3.5271], [0.5880, -1.8451, 1.9291]], "forces_ev_per_a": [[-0.2, 0.0, 0.3], [-0.1, -0.5, -0.2], [0.1, -0.2, -0.1], [0.2, 0.1, 0.0], [-0.1, 0.1, -0.1], [0.0, 0.4, 0.2], [-0.4, -0.3, 0.6], [-0.1, 2.0, -1.3], [-0.6, -1.5, 0.1], [0.2, -0.7, 0.6], [0.2, 0.0, 0.1], [0.1, 0.0, -0.2], [0.3, 0.5, 0.0], [0.3, 0.1, 0.1], [-0.1, 0.0, 0.0]], "energy_ha": -320.79111, "multiplicity": 2, "relative_energy_kj_mol": 65.56, "lumo_ev": [-3.49, -8.13], "fmax_ev_per_a": 2.42, "total_charge": 1}

=====

{"formula": "C2H9N4", "method": "ωB97M-V with the def2-TZVPD basis set", "elements": ["N", "C", "N", "H", "H", "H", "H", "N", "C", "N", "H", "H", "H", "H", "H"], "positions_angstrom": [[1.7865, 1.2183, -1.5638], [1.0140, 0.0741, -1.5590], [1.2804, -1.0089, -0.9049], [2.7160, 1.1368, -1.1708], [1.6946, 1.8810, -2.3081], [0.1567, 0.1629, -2.2364], [1.0307, -1.7972, -1.5108], [-2.4381, 0.2007, 1.6869], [-1.2990, 0.0495, 0.9377], [-0.2608, -0.6572, 1.3390], [-2.4298, -0.0604, 2.6827], [-3.0795, 0.9380, 1.3741], [-1.1930, 0.7720, 0.0797], [0.4613, -1.0502, 0.6194], [-0.2224, -0.9955, 2.2971]], "forces_ev_per_a": [[-0.7, -1.6, 1.0], [1.1, 1.0, -1.1], [0.7, 0.4, -0.5], [-0.2, 0.0, 0.1], [-0.4, 0.2, -0.1], [0.2, -0.1, -0.3], [-0.9, 0.0, 0.8], [1.8, 0.5, -1.0], [-0.4, 1.0, 1.8], [-0.3, -0.2, -0.9], [-0.3, 0.0, -0.9], [0.4, -0.6, 0.5], [-0.3, -1.6, 0.4], [-0.6, 1.2, 0.6], [-0.2, -0.2, -0.3]], "energy_ha": -300.37700, "relative_energy_kj_mol": 111.16, "lumo_ev": -3.82, "fmax_ev_per_a": 2.15, "total_charge": 1}

=====

{"formula": "C2H9N4O", "method": "ωB97M-V with the def2-TZVPD basis set", "elements": ["N", "C", "N", "N", "H", "H", "H", "H", "H", "N", "C", "O", "H", "H", "H", "H"], "positions_angstrom": [[-1.7145, 2.5937, -0.5115], [-1.4378, 1.1877, -0.6413], [-0.5168, 0.7426, 0.2472], [-2.0480, 0.4540, -1.4898], [-2.6888, 2.7624, -0.7184], [-1.5580, 2.8837, 0.4451], [0.1566, 1.4403, 0.5110], [-0.0913, -0.2618, 0.1284], [-2.6418, 1.0146, -2.0942], [2.5952, -1.4285, 0.3080], [1.2749, -1.8974, 0.8710], [0.2818, -1.7296, -0.0120], [3.3706, -1.9594, 0.6694], [2.4873, -1.5484, -0.6932], [1.4050, -2.9621, 1.1877], [1.1256, -1.2917, 1.7926]], "forces_ev_per_a": [[0.1, -0.1, 0.1], [0.0, 0.4, 0.3], [0.2, -0.2, 0.0], [0.0, -0.3, -0.4], [0.0, 0.0, -0.2], [0.1, 0.0, 0.0], [0.0, 0.2, 0.1], [-0.6, -0.3, -0.3], [-0.2, 0.1, 0.2], [-0.5, 0.6, 0.0], [0.0, 0.0, -0.1], [0.3, 0.1, 0.1], [0.2, -0.3, -0.1], [0.2, -0.2, 0.0], [-0.1, 0.0, 0.1], [0.1, -0.1, 0.2]], "energy_ha": -375.88029, "relative_energy_kj_mol": 80.56, "lumo_ev": 4.00, "fmax_ev_per_a": 0.77, "total_charge": -1}

=====

{"formula": "C2H9N4O", "method": "ωB97M-V with the def2-TZVPD basis set", "elements": ["C", "C", "N", "N", "N", "N", "O", "H", "H", "H", "H", "H", "H", "H", "H", "H"], "positions_angstrom": [[1.1148, 0.2907, -0.9085], [-1.4838, 0.7502, 0.3691], [1.4581, 0.1142, 0.1769], [1.1609, 0.8193, -2.0496], [-1.2009, -0.5459, -0.1709], [1.7983, -0.1278, 1.4527], [-1.0479, -1.5248, 0.9678], [-2.4725, 0.9163, 0.6261], [-0.9751, 0.6331, 1.3034], [-1.0465, 1.5424, -0.3419], [2.0061, 1.2239, -2.3181], [0.3656, 0.7239, -2.6353], [-1.9536, -1.0190, -0.6964], [2.6706, -0.6902, 1.4906], [1.0851, -0.7328, 1.9162], [-1.4792, -2.3735, 0.8180]], "forces_ev_per_a": [[1.5, -0.9, 4.2], [1.8, 0.1, -0.8], [0.1, -0.6, -0.4], [-1.9, 0.1, -1.8], [-0.8, -3.4, -1.1], [0.3, -1.3, 1.1], [0.8, 1.8, 0.0], [-2.1, 0.5, 0.1], [0.7, 1.1, 0.7], [-0.8, -1.0, 1.4], [1.3, 1.0, -0.8], [-0.3, 0.0, -1.0], [0.3, 1.0, 0.2], [-0.6, 0.6, -0.4], [0.1, 0.8, -0.6], [-0.3, 0.2, -0.7]], "energy_ha": -375.43971, "relative_energy_kj_mol": 676.89, "lumo_ev": -3.72, "fmax_ev_per_a": 4.56, "total_charge": 1}

=====

{"formula": "C2H9N4O", "method": "ωB97M-V with the def2-TZVPD basis set", "elements": ["C", "C", "N", "N", "N", "N", "O", "H", "H", "H", "H", "H", "H", "H", "H", "H"], "positions_angstrom": [[-1.2911, -0.1415, 0.3050], [1.2598, 1.3795, -0.3419], [-2.1681, -0.0491, 1.3357], [-1.7110, 0.3247, -0.8940], [1.2973, -0.9503, -0.3908], [1.8191, -1.9407, -0.0017], [1.7566, 0.2029, 0.2162], [1.2510, 2.0955, 0.4850], [0.2169, 1.2242, -0.7560], [2.0530, 1.6688, -1.0856], [-3.0447, 0.4194, 1.1815], [1.8123, -2.8112, -0.6136], [-2.7344, 0.5984, -0.8872], [2.4810, -1.8985, 0.8470], [-1.2380, 0.0077, -1.7526], [-1.7597, -0.1299, 2.3531]], "forces_ev_per_a": [[0.2, -0.4, 0.5], [-0.5, 1.3, -1.7], [2.6, -0.1, 1.0], [-1.9, -0.4, 1.3], [-1.8, 6.5, -2.0], [3.8, -4.3, 2.8], [0.1, -4.7, 0.6], [-0.1, -0.1, -0.3], [1.7, 0.5, 0.5], [-1.2, 0.1, 0.4], [-0.5, 0.2, 0.5], [-0.6, 1.4, 1.1], [1.5, -0.3, -1.1], [-1.0, -0.2, -1.4], [-0.8, 0.4, 0.8], [-1.5, 0.2, -3.0]], "energy_ha": -375.44122, "relative_energy_kj_mol": 672.92, "lumo_ev": [-4.87, -4.87], "fmax_ev_per_a": 7.06, "total_charge": 1}